C12H33AlBrNO6PS2 | ωB97M-V/def2-TZVPD

Last column: natural (NBO) charge in e.
CARTESIAN COORDINATES (ANGSTROEM)
Br: -0.1549 1.1362 4.6291  -0.083
S: 4.7117 -0.7531 -4.2377  1.241
S: -4.6928 -2.3804 1.9528  1.268
P: 2.9121 0.7509 2.5583  0.511
Al: 0.7747 0.4253 1.5197  1.589
O: 0.6226 2.0291 -3.3481  -0.742
O: -0.3091 -2.4514 2.8014  -0.737
O: 0.6535 1.6736 0.2210  -0.991
O: -3.7525 -1.2496 1.7891  -0.980
O: 4.6296 -1.8587 -3.2515  -0.984
O: 3.1724 2.3737 2.1842  -0.996
N: 3.9441 -0.0123 1.3524  -1.154
C: -6.0985 -1.7493 2.8794  -0.834
C: 0.1127 1.4838 -2.1125  0.070
C: -5.5617 -2.5496 0.3884  -0.834
C: -1.4778 2.1821 2.3322  -0.428
C: 3.5949 0.5433 -3.7024  -0.835
C: 6.2237 0.1494 -3.8701  -0.833
C: -0.7865 0.8938 2.7779  -0.783
C: 1.1910 1.3992 -1.0386  -0.063
C: -0.3834 -2.3470 1.3802  -0.058
C: -2.4637 1.8700 1.2143  -0.603
C: 0.7270 -1.4684 0.8265  -1.059
C: -0.5400 0.1624 -2.4243  -0.623
H: 1.7296 0.4436 -1.0897  0.156
H: 1.9295 2.1792 -1.2861  0.142
H: -1.0474 -0.2078 -1.5343  0.227
H: -0.9578 -1.8629 3.1869  0.474
H: -1.2642 0.2802 -3.2291  0.205
H: 0.7024 -1.5418 -0.2671  0.205
H: 2.5758 0.1727 -3.7772  0.254
H: -0.2948 -3.3651 0.9843  0.140
H: 0.2024 -0.5745 -2.7333  0.202
H: 2.5861 2.6273 1.4650  0.475
H: 1.6730 -1.9367 1.1218  0.213
H: -2.0211 2.6387 3.1651  0.183
H: 4.4423 -0.7790 1.7828  0.366
H: -2.8325 2.7765 0.7325  0.191
H: 3.8090 0.8119 -2.6676  0.240
H: 0.8273 2.9402 -3.1452  0.462
H: -6.4666 -0.8408 2.4029  0.229
H: -1.3640 -1.9783 1.0673  0.165
H: 7.0613 -0.5058 -4.0998  0.231
H: 6.2714 1.0439 -4.4914  0.219
H: -3.3060 1.3038 1.6093  0.207
H: 6.2342 0.4103 -2.8118  0.239
H: -6.8768 -2.5116 2.9211  0.220
H: -0.6325 2.1707 -1.7006  0.169
H: -1.5542 0.1209 2.8216  0.198
H: -4.8360 -2.8883 -0.3477  0.243
H: 3.4461 -0.3731 0.5478  0.355
H: -5.9655 -1.5811 0.0933  0.229
H: -5.7472 -1.5241 3.8839  0.243
H: 3.7110 1.4075 -4.3565  0.223
H: -1.9831 1.2646 0.4445  0.209
H: -6.3561 -3.2889 0.4931  0.220
H: -0.7449 2.9147 1.9926  0.206

Properties
- total charge = -1
- HOMO level (eV) = -3.6
- multiplicity = 1
- orbital gap (eV) = 5.66
- LUMO (Ha) = 0.077

***

C12H33LiN3O3 | ωB97M-V/def2-TZVPD

Last column: natural (NBO) charge in e.
CARTESIAN COORDINATES (ANGSTROEM)
O: -0.0029 -2.6141 -0.4192  -0.564
O: -0.2638 1.3319 1.4960  -0.577
O: 0.3381 3.1470 -1.8366  -0.545
N: 1.2512 0.3957 -0.8057  -0.894
N: -2.1585 -0.1090 -0.1156  -0.891
N: 0.9524 -1.2964 2.0768  -0.861
C: 0.2659 1.9144 -2.4955  -0.059
C: -1.6653 1.5411 1.6763  -0.084
C: 1.3874 0.9093 -2.1752  -0.082
C: -1.2047 -3.0667 -1.0053  -0.258
C: 0.5211 2.0340 2.4472  -0.253
C: 1.4645 -0.2875 -3.0975  -0.619
C: 1.4540 -2.6065 1.4914  -0.076
C: -2.3352 1.2815 0.3495  -0.084
C: -3.8452 1.6169 0.3411  -0.619
C: 2.0532 -3.4666 2.6328  -0.643
C: 1.5224 3.8857 -2.0915  -0.259
C: 0.3583 -3.3529 0.7419  -0.076
Li: -0.2017 -0.5758 0.3706  0.842
H: -0.4715 -3.4113 1.4635  0.165
H: -4.0920 2.6516 0.5863  0.228
H: 0.6856 -4.3397 0.4123  0.203
H: 1.7994 -3.1513 3.6405  0.218
H: 0.7580 -1.0714 -2.8176  0.213
H: -4.2046 1.4893 -0.6811  0.216
H: -1.5529 -2.3616 -1.7558  0.198
H: 1.9000 3.6475 -3.0883  0.176
H: 1.7659 -4.5107 2.4864  0.225
H: 0.3073 2.0609 -3.5847  0.172
H: 0.3166 1.7643 3.4868  0.182
H: 0.3557 3.1056 2.3173  0.190
H: -0.7465 1.5389 -2.3352  0.180
H: 2.2497 3.6294 -1.3130  0.166
H: -2.1577 1.0209 2.5069  0.183
H: 2.4236 -0.7779 -2.9012  0.215
H: -1.7601 2.6075 1.9137  0.198
H: 0.2456 -1.6491 2.7240  0.358
H: -4.4005 0.9598 1.0145  0.204
H: 2.2948 1.5170 -2.2680  0.183
H: 2.2405 -2.4216 0.7548  0.200
H: -2.6428 -0.7621 0.4981  0.367
H: -1.0743 -4.0336 -1.5008  0.192
H: 1.5609 1.7757 2.2532  0.195
H: 1.7467 -1.0461 2.6567  0.379
H: 1.1184 1.1674 -0.1541  0.386
H: -2.5852 -0.2274 -1.0259  0.386
H: -2.0073 -3.2193 -0.2753  0.170
H: 1.3692 -0.0486 -4.1557  0.226
H: 3.1372 -3.4367 2.5161  0.232
H: 1.4272 4.9688 -2.0242  0.205
H: 2.0949 -0.0833 -0.5018  0.368
H: -1.9932 1.9651 -0.4297  0.219

Properties
- energy above the lowest of the compared OMol25 structures with the same formula, charge and spin (kcal per mole) = 18.0
- total charge = +1
- HOMO level (eV) = -12.3
- multiplicity = 1
- orbital gap (eV) = 9.86
- LUMO (Ha) = -0.088

***

C12H33O5V | ωB97M-V/def2-TZVPD

Last column: Löwdin spin population.
CARTESIAN COORDINATES (ANGSTROEM)
V: 0.4290 -0.2465 -3.2626  3.713
O: -1.7820 1.5663 -0.6663  0.009
O: 2.1007 2.4271 -0.5678  0.005
O: 0.4999 0.2186 -1.2139  0.085
O: -0.0747 -2.4364 -3.1050  0.110
O: 0.1207 0.4551 2.0766  0.000
C: -0.3183 -3.4250 -0.9129  0.002
C: 0.5137 -1.8902 2.7614  0.000
C: 0.4564 -3.4349 -2.1899  0.012
C: 2.3836 -0.2567 2.0984  0.000
C: 0.4307 4.3012 -0.1932  0.000
C: 2.7026 4.0912 1.0576  0.000
C: -2.8235 1.0566 0.0899  0.000
C: 0.3570 -4.7020 -3.0593  0.002
C: 1.6076 3.3424 0.3499  0.000
C: 1.0212 -0.4333 2.7272  0.000
C: -4.1692 1.7291 -0.0250  0.000
C: -2.6637 -0.4507 -0.1426  0.002
H: 1.2080 -4.8939 -3.7129  0.001
H: -0.4809 -4.8679 -3.7364  0.001
H: 2.3435 4.8982 1.6963  0.000
H: 3.1184 -0.2487 2.9034  0.000
H: 1.5030 -3.1618 -2.0549  0.005
H: -0.3041 -2.3905 -0.5697  0.000
H: 0.3808 0.4795 1.1528  0.000
H: 3.3955 3.5571 1.7078  0.000
H: 3.2902 4.6383 0.3204  0.000
H: 0.2339 5.0343 0.5890  0.000
H: -0.5096 3.7608 -0.0846  0.000
H: -2.9298 -0.6173 -1.1864  0.001
H: -2.5061 1.1196 1.1307  0.000
H: -3.4305 -0.9078 0.4828  0.000
H: 0.1817 -2.5681 -4.0207  0.041
H: 1.1837 -2.3825 3.4662  0.000
H: 0.5710 4.7753 -1.1647  0.000
H: -1.7036 -0.8281 0.2092  0.000
H: -0.5025 -1.9932 3.1420  0.000
H: 1.5083 1.7019 -0.7791  0.002
H: -4.9541 0.9802 0.0808  0.000
H: 0.2738 -3.9298 -0.1495  0.000
H: 0.4348 -5.5761 -2.4127  0.000
H: 1.0591 2.7689 1.0971  0.000
H: -1.1555 0.8412 -0.7238  0.002
H: 1.1177 -0.0107 3.7273  0.000
H: 2.4617 0.5214 1.3391  0.000
H: -4.3505 2.4062 0.8097  0.000
H: 2.6917 -1.0750 1.4475  0.000
H: 0.5793 -2.3331 1.7676  0.000
H: 0.0368 -0.0605 -0.4002  0.004
H: -1.3140 -3.8664 -0.9551  0.000
H: -4.2235 2.3166 -0.9415  0.000

Properties
- total charge = 0
- HOMO level (spin up / spin down) (eV) = -6.9 / -8.9
- multiplicity = 5
- orbital gap (spin up / spin down) (eV) = 6.69 / 8.63
- LUMO (spin up / spin down) (Ha) = -0.008 / -0.009

***

C12H34B2F8O6V2 | ωB97M-V/def2-TZVPD

Last column: Löwdin spin population.
CARTESIAN COORDINATES (ANGSTROEM)
V: 4.9359 -20.1994 -9.5442  2.879
V: 7.3435 -22.4688 -10.0541  2.871
F: 6.9626 -23.2847 -8.1562  0.029
F: 7.4713 -24.2556 -6.2516  0.001
F: 7.2012 -19.1121 -12.2693  0.000
F: 6.3153 -25.4235 -7.7679  0.000
F: 5.4218 -18.0038 -12.9561  0.000
F: 5.5074 -18.6127 -10.8109  0.023
F: 5.3435 -23.6990 -6.6796  0.001
F: 5.2345 -20.1496 -12.3445  0.013
O: 9.4026 -14.9642 -10.0013  0.006
O: 7.0649 -20.5866 -9.1551  0.040
O: 7.5562 -19.1939 -6.7754  0.568
O: 9.5236 -22.6805 -9.6798  0.034
O: 4.9924 -18.4214 -8.1792  0.041
O: 5.2461 -22.1209 -10.3693  0.046
C: 4.2846 -17.2484 -7.9407  0.005
C: 7.7050 -20.0658 -5.6644  0.154
C: 11.0605 -16.4234 -9.1137  0.000
C: 10.4604 -20.5792 -9.9398  0.003
C: 8.7911 -17.2235 -9.9950  0.002
C: 7.9427 -19.2879 -4.3256  0.016
C: 9.0418 -20.8689 -5.9298  0.152
C: 9.5538 -16.1337 -9.2393  0.001
C: 3.8745 -17.2878 -6.4915  0.001
C: 5.3135 -16.2270 -8.3252  0.001
C: 11.8535 -22.4511 -9.1284  0.000
C: 10.6997 -22.0426 -10.0860  0.002
B: 5.8699 -18.9696 -12.0923  0.002
B: 6.4933 -24.1634 -7.2066  0.001
H: 3.4239 -17.0563 -8.5813  0.001
H: 4.9527 -15.2691 -7.9507  0.000
H: 3.3973 -16.3500 -6.2070  0.000
H: 11.5228 -16.5908 -10.0865  0.000
H: 6.3341 -16.2855 -7.9470  0.000
H: 5.3781 -16.2297 -9.4132  0.000
H: 9.2346 -17.3247 -10.9855  0.000
H: 12.1244 -23.4816 -9.3581  0.000
H: 9.9274 -20.2334 -5.9371  0.001
H: 9.0936 -16.0222 -8.2575  0.000
H: 9.2342 -21.5248 -5.0807  0.014
H: 8.4729 -14.7303 -10.0513  0.000
H: 5.6654 -18.3892 -7.4953  0.003
H: 7.7290 -16.9898 -10.0689  0.000
H: 10.9288 -22.2424 -11.1328  0.000
H: 4.7527 -17.4727 -5.8729  0.000
H: 8.8340 -18.2112 -9.5360  0.001
H: 4.6056 -22.0595 -11.1045  0.005
H: 9.7871 -23.2109 -8.9243  0.002
H: 10.6861 -20.2522 -8.9248  0.000
H: 7.5496 -19.8001 -7.5197  0.007
H: 7.6066 -19.7754 -9.2102  0.004
H: 11.1313 -17.3093 -8.4826  0.000
H: 11.1610 -20.0694 -10.6011  0.000
H: 8.9347 -21.4328 -6.8564  0.002
H: 6.8622 -20.7570 -5.6695  0.050
H: 9.4784 -20.1938 -10.2141  0.001
H: 11.4981 -15.5546 -8.6220  0.000
H: 7.1506 -18.5813 -4.0774  0.009
H: 8.0198 -20.0018 -3.5056  0.000
H: 3.1432 -18.0353 -6.1840  0.000
H: 11.5641 -22.3628 -8.0813  0.000
H: 12.7677 -21.8884 -9.3178  0.000
H: 8.8656 -18.7111 -4.3865  0.006

Properties
- energy above the lowest of the compared OMol25 structures with the same formula, charge and spin (kcal per mole) = 31.2
- total charge = +1
- HOMO level (spin up / spin down) (eV) = -12.3 / -12.8
- multiplicity = 8
- orbital gap (spin up / spin down) (eV) = 8.87 / 2.90
- LUMO (spin up / spin down) (Ha) = -0.128 / -0.362